Molecular formula: C13H18N2O4
Method: DFT, ωB97M-V with the def2-TZVPD basis set

ΔE to the lowest compared entry with this formula, charge and spin in kcal per mole: 84.1
HOMO-LUMO gap in eV: 9.6
Molecular weight in g/mol: 266.297
HOMO energy in eV: -9.101
Total charge: 0
2S+1: 1
Electronic energy in a.u.: -916.5724

Each line ends with the Mulliken charge.
Positions of all 37 atoms, in Å:
1 O -2.89821 2.27653 -1.17834  -0.54
2 O -3.22296 -1.70591 0.44086  -0.45
3 O -1.35860 -1.23350 1.49074  -0.49
4 O -0.16831 1.65705 -1.39625  -0.83
5 N -1.02107 1.04401 0.53704  0.02
6 N 1.11226 1.12254 1.93910  -0.71
7 C 2.64373 -0.27522 -0.02041  0.35
8 C -2.34547 0.46460 0.40516  -0.34
9 C -2.99530 0.91632 -1.03073  0.19
10 C 2.18720 -2.63721 -0.44333  -0.74
11 C 4.48487 -1.93307 -0.14654  -0.76
12 C -2.25116 -0.89867 0.85371  0.67
13 C -4.59559 0.72987 -1.13361  -1.16
14 C 2.42326 1.17140 -0.20621  -1.19
15 C 3.54989 -2.94087 -0.38427  -0.24
16 C 4.01266 -0.57403 -0.06722  -0.75
17 C 1.77884 -1.31277 -0.20429  0.45
18 C 1.19184 1.70269 0.59367  0.50
19 C -0.03976 1.42237 -0.16343  -0.12
20 H 4.66399 0.22718 0.09591  0.40
21 H -3.26706 -2.60595 0.70890  0.38
22 H -2.14661 2.50311 -1.63254  0.36
23 H 0.79612 -0.98577 -0.32718  0.33
24 H 1.56524 1.75423 2.69252  0.25
25 H -0.57043 0.76698 1.37804  0.24
26 H 3.33253 1.54967 0.15126  0.57
27 H 5.60626 -2.15608 -0.30819  0.26
28 H 1.56179 0.25205 2.06500  0.26
29 H 1.41159 -3.40267 -0.44154  0.36
30 H 2.53679 1.54540 -1.22544  0.45
31 H -2.40906 0.34507 -1.81890  0.33
32 H -2.81954 1.10209 1.13095  0.27
33 H 3.77924 -4.04483 -0.34650  0.28
34 H -5.03300 -0.28105 -0.89691  0.26
35 H 1.28226 2.76437 0.69696  0.50
36 H -5.08599 1.11739 -2.11803  0.29
37 H -4.92785 1.41718 -0.30830  0.34

Cartesian forces (eV/Å) of the 3 atoms listed first:
-2.45 0.22 1.72
-1.74 1.59 -1.46
4.36 -2.42 3.58



Molecular formula: C25H66NbO19S5
Method: DFT, ωB97M-V with the def2-TZVPD basis set

HOMO-LUMO gap in eV: 6.6
Molecular weight in g/mol: 924.025
HOMO energy in eV: -4.796
Total charge: -1
2S+1: 1
Electronic energy in a.u.: -4469.3608

Each line ends with the Mulliken charge.
Positions of all 116 atoms, in Å:
1 Nb 1.50977 -1.50130 3.63200  -0.75
2 S -6.66173 -2.54102 -2.24451  1.26
3 S 3.15242 -5.45855 1.14320  1.18
4 S 3.49316 -2.54783 -4.05858  1.04
5 S 2.91620 3.28173 -0.60077  1.17
6 S -5.36051 3.60503 -3.61611  1.23
7 O 0.47056 -0.17065 2.50353  -0.48
8 O -4.00187 4.35343 -3.27002  -0.21
9 O 2.95271 -5.22570 2.53550  -0.60
10 O -5.57537 3.67751 -5.03120  -0.69
11 O 4.52177 -6.28443 0.96473  -0.30
12 O 2.23666 2.51980 6.60681  -0.35
13 O 2.31500 1.33917 4.60984  -0.12
14 O 4.16756 4.22681 -0.29236  -0.31
15 O 3.23164 2.50898 -1.76840  -0.59
16 O -8.06307 -2.12025 -1.62040  -0.33
17 O 1.72222 4.06605 -0.58634  -0.62
18 O 4.59470 -2.85609 -4.92104  -0.63
19 O -6.63693 -2.21157 -3.63730  -0.65
20 O 3.11470 -1.02034 -4.22106  -0.35
21 O -6.39587 4.05312 -2.73333  -0.64
22 O 3.59690 -2.86282 -2.66580  -0.45
23 O 2.12999 -6.11764 0.38160  -0.65
24 O -5.62031 -2.06382 -1.38751  -0.51
25 O 1.11695 1.18857 8.98750  -0.49
26 C -4.85008 1.99333 -3.14859  -0.51
27 C -2.15560 -0.19301 -0.28776  0.90
28 C 4.66244 5.04074 -1.37434  -0.32
29 C 2.92307 2.18938 7.79275  -0.28
30 C -0.85212 1.65199 0.89742  -1.56
31 C 5.26185 0.02639 -3.58461  -1.04
32 C -8.25306 -0.71858 -1.30943  -0.29
33 C -3.82804 5.70063 -3.75839  -0.43
34 C -0.36870 -0.79372 1.51668  -0.79
35 C -8.53373 0.12455 -2.53574  -0.85
36 C 2.37999 -0.00639 5.12582  -0.67
37 C -2.56226 -1.66891 -0.12691  -1.49
38 C -0.80177 0.18287 0.38952  1.10
39 C 3.77698 -0.09768 -3.31678  -0.15
40 C -4.63093 6.72161 -2.97936  -0.97
41 C 3.84587 -8.63385 1.29098  -0.96
42 C 2.99220 2.27422 0.83231  -0.55
43 C 3.66701 -3.99500 0.32554  -0.67
44 C -2.10793 0.18422 -1.78871  -1.22
45 C 4.67489 -7.46043 1.77577  -0.39
46 C 2.95384 2.25180 5.41493  -0.57
47 C 3.77558 6.23121 -1.67814  -0.99
48 C -6.84016 -4.27978 -2.05939  -1.06
49 C 2.02086 -3.23794 -4.72638  -0.95
50 C 1.96044 2.33164 8.95900  -0.53
51 H -7.38407 -0.36064 -0.75528  0.29
52 H -1.58652 1.76198 1.70572  0.43
53 H -3.09743 -1.82565 0.81835  0.39
54 H 3.60357 6.81913 -0.77675  0.26
55 H -1.12792 2.31739 0.06757  0.32
56 H -4.51856 2.01838 -2.11449  0.22
57 H 3.57252 -0.41514 -2.29514  0.35
58 H 2.78057 -8.43421 1.38860  0.30
59 H -3.26878 -1.94727 -0.91881  0.31
60 H -9.10624 -0.70905 -0.63461  0.26
61 H 0.15451 -1.81859 4.85089  -0.04
62 H -7.74385 -4.59387 -2.57406  0.36
63 H -5.96330 -4.72901 -2.52035  0.38
64 H 0.23457 -1.58152 1.04425  0.37
65 H 5.44274 0.29909 -4.62474  0.32
66 H 2.80735 -3.32996 0.29804  0.06
67 H 3.96525 1.89778 5.68504  0.50
68 H -1.70865 -2.35043 -0.13525  0.27
69 H 2.52428 2.40769 9.90096  0.29
70 H 4.05339 -8.83956 0.24046  0.24
71 H -9.37786 -0.28045 -3.09363  0.29
72 H 4.46122 -3.54398 0.91249  0.41
73 H 5.64265 5.36884 -1.03305  0.29
74 H -6.88004 -4.51753 -1.00049  0.31
75 H 0.31038 1.41293 9.42512  0.29
76 H 0.79103 -3.01212 2.87157  0.07
77 H -2.27945 1.25674 -1.91817  0.18
78 H 2.80675 5.91957 -2.06343  0.29
79 H 3.79316 2.84475 7.93328  0.33
80 H 3.42529 -0.27155 5.35475  0.41
81 H 4.08844 -9.51991 1.88033  0.38
82 H 2.90810 -1.45055 2.38751  -0.05
83 H 5.67219 0.80204 -2.93726  0.35
84 H 3.28138 0.85370 -3.47062  0.21
85 H 1.18912 -2.98304 -4.07578  0.29
86 H 3.91559 1.70243 0.81483  0.43
87 H 2.93462 2.91543 1.70467  0.36
88 H -1.21768 -1.24632 2.03389  0.34
89 H 4.80719 4.41088 -2.25393  0.26
90 H 4.25951 6.86195 -2.42533  0.39
91 H 4.44446 -7.20887 2.81294  0.35
92 H 2.16991 -4.31492 -4.75443  0.37
93 H 2.12536 1.61244 0.79868  -0.20
94 H 5.79055 -0.90492 -3.38658  0.32
95 H 3.98856 -4.24685 -0.67913  0.36
96 H -4.05299 1.66362 -3.80772  0.40
97 H -2.91652 0.45017 0.17977  0.12
98 H 5.73741 -7.69329 1.71605  0.27
99 H -4.37070 7.72363 -3.32250  0.38
100 H -1.14424 -0.09275 -2.23217  0.31
101 H -2.76140 5.88440 -3.64785  0.28
102 H 2.57707 -2.69430 4.48713  0.06
103 H -4.06528 5.72409 -4.82326  0.35
104 H 1.81268 -0.04796 6.07018  0.38
105 H -0.02456 0.14749 -0.39207  -0.12
106 H 3.01702 3.19360 4.85606  0.12
107 H 1.37659 3.25285 8.83371  0.31
108 H 3.25945 1.14059 7.75653  0.34
109 H 0.12555 1.97332 1.26959  0.20
110 H -5.70137 6.57761 -3.11473  0.30
111 H -2.88958 -0.35316 -2.34104  0.32
112 H 1.87765 -2.84581 -5.72954  0.35
113 H -7.67864 0.15259 -3.20813  0.12
114 H -8.76701 1.14506 -2.23045  0.40
115 H -4.41324 6.64564 -1.91436  0.26
116 H -5.71967 1.34798 -3.24995  0.03

Cartesian forces (eV/Å) of the 3 atoms listed first:
-0.77 3.37 -1.11
-0.19 -0.06 0.15
0.07 0.07 0.03



Molecular formula: C4HN3O2
Method: DFT, ωB97M-V with the def2-TZVPD basis set

HOMO-LUMO gap (spin up / spin down) in eV: 6.4 / 8.4
Molecular weight in g/mol: 123.071
HOMO energy (spin up / spin down) in eV: -7.009 / -10.158
Total charge: 0
⟨S²⟩: 2.0269
2S+1: 3
Electronic energy in a.u.: -467.5147

Each line ends with the Mulliken spin population.
Positions of all 10 atoms, in Å:
1 O 0.29719 -2.69238 0.14349  0.23
2 O -3.78162 -1.85196 0.02637  0.01
3 N -2.39760 1.44491 0.32751  0.43
4 N -1.15228 1.74654 0.07168  -0.10
5 N 0.23946 -0.30910 -0.11783  0.03
6 C 0.43484 -1.54852 0.20220  0.71
7 C -2.24828 0.05596 -0.10462  0.00
8 C -3.02135 -0.97922 0.01066  0.04
9 C -0.91480 0.48549 -0.46887  0.64
10 H 1.12945 0.27651 -0.22420  0.01

Cartesian forces (eV/Å) of the 3 atoms listed first:
-2.49 -3.08 -0.19
0.64 0.41 0.28
-0.23 0.02 0.68